Record 1
C28H29AuCl3N6OS2Si | ωB97M-V with the def2-TZVPD basis set

```
71
Properties=species:S:1:pos:R:3:forces:R:3:lowdin_charge:R:1
Au -0.469806 0.301455 0.131650 -0.06 0.35 0.06 1.06
N -1.924303 1.040442 -3.790212 0.03 -0.09 0.03 0.10
C -1.304327 0.584053 -2.692524 0.04 -0.06 0.11 -0.82
S -0.597233 1.813650 -1.630672 0.04 -0.16 -0.37 0.61
N -1.244181 -0.702895 -2.491312 -0.01 0.27 -0.02 0.00
N -0.482577 -1.031720 -1.382270 0.07 -0.10 -0.06 -0.19
C 0.179487 -2.124674 -1.443542 -0.01 0.02 0.08 -0.02
C 1.183797 -2.565487 -0.465703 -0.17 0.12 -0.07 -0.28
C 1.643639 -3.873826 -0.513554 0.01 0.00 0.07 0.00
C 2.631477 -4.252639 0.384815 -0.01 0.05 0.01 -0.04
C 3.116763 -3.309485 1.274221 -0.05 -0.03 -0.01 -0.03
C 2.596220 -2.018697 1.234324 -0.04 -0.10 0.04 -0.11
N 1.654390 -1.648842 0.382460 0.24 0.03 -0.15 0.07
H -2.024185 2.024025 -3.957070 -0.02 0.01 0.02 0.09
H -2.307359 0.383952 -4.448959 0.02 0.00 -0.01 0.12
H 0.009528 -2.727423 -2.330212 0.02 0.03 -0.01 0.14
H 1.237761 -4.573847 -1.231556 0.00 0.00 0.00 0.12
H 3.016921 -5.263010 0.382598 0.00 0.00 0.01 0.12
H 3.892030 -3.557267 1.985679 0.00 -0.01 0.00 0.11
H 2.952704 -1.260243 1.921600 0.02 0.02 -0.04 0.12
Cl -7.207752 6.150565 2.711527 0.00 0.00 0.00 0.71
C -5.928679 5.198393 3.374645 0.00 0.00 0.01 -0.66
C -4.842537 4.860113 2.587600 0.01 -0.01 -0.01 -0.10
C -3.845309 4.067107 3.127085 0.00 0.02 0.02 -0.04
C -3.895917 3.600334 4.439101 0.03 0.01 0.00 -0.19
C -2.861419 2.658087 5.006665 0.04 -0.04 -0.04 -0.27
C -1.390183 3.029031 4.763553 -0.02 0.01 0.00 -0.02
N -0.911005 2.805099 3.398330 -0.03 -0.05 0.00 -0.03
C -0.477116 3.753128 2.497256 0.03 0.03 0.02 -0.03
C -0.195810 3.096541 1.346415 -0.03 -0.03 0.02 -0.12
N -0.452292 1.753408 1.549670 -0.10 0.10 0.00 -0.11
C -0.869947 1.614519 2.800064 0.08 0.00 -0.01 -0.13
O -3.047935 1.277114 4.665745 -0.01 0.03 0.02 -0.11
C -3.787048 0.926637 3.495515 0.00 0.01 0.02 -0.16
C -5.267376 1.085687 3.653771 -0.01 -0.04 0.01 -0.32
C -6.110171 1.463492 2.652943 0.00 0.00 0.00 -0.97
Cl -5.673000 1.804948 1.024431 0.00 0.01 0.01 0.68
S -7.745606 1.559461 3.154061 -0.01 0.00 0.00 1.02
C -7.316680 1.078836 4.740088 0.01 -0.01 0.00 -0.39
C -5.983157 0.852982 4.864202 -0.01 -0.02 -0.01 -0.15
C -4.993212 3.994596 5.209954 0.00 0.02 0.00 -0.57
Cl -5.150725 3.510752 6.871172 0.00 0.01 0.00 0.76
C -6.008508 4.778972 4.691506 0.00 0.00 0.00 -0.12
H -4.792127 5.192207 1.560540 0.00 0.00 0.00 0.11
H -3.025376 3.783721 2.482750 0.02 -0.01 -0.01 0.10
H -2.958520 2.688250 6.092341 0.00 0.01 -0.03 0.11
H -0.780991 2.418875 5.429331 0.01 0.00 -0.01 0.14
H -1.218995 4.076750 5.005415 -0.01 0.00 0.01 0.15
H -0.406377 4.795199 2.754375 0.00 0.00 0.00 0.14
H 0.171546 3.478483 0.411392 -0.01 0.02 0.01 0.08
H -1.134193 0.682656 3.264766 -0.01 -0.01 0.01 0.11
H -3.527091 -0.120526 3.319647 0.00 0.01 0.01 0.12
H -3.455371 1.486491 2.617578 0.00 0.01 -0.02 0.09
H -8.077336 0.987409 5.498210 0.00 0.00 0.00 0.08
H -5.506984 0.551110 5.785728 0.00 0.00 -0.01 0.12
H -6.852218 5.055127 5.307016 0.00 0.00 0.00 0.11
C -0.320652 -4.291157 3.924907 0.02 -0.01 0.01 -0.18
Si -1.443703 -2.804307 3.970321 0.01 0.03 0.02 0.42
C -3.236035 -3.307882 3.888118 -0.02 -0.01 -0.01 -0.17
C -1.130774 -1.743248 5.475730 -0.02 -0.03 -0.01 -0.17
C -1.051742 -1.748291 2.500525 -0.11 -0.03 -0.07 -0.19
C -0.817566 -1.017470 1.561153 0.04 -0.39 0.33 -0.27
H -0.509345 -4.946003 4.778237 0.00 0.00 0.00 0.04
H 0.728172 -3.989392 3.957052 0.00 0.00 0.00 0.03
H -0.478128 -4.871864 3.014225 0.00 0.00 0.00 0.03
H -3.494994 -3.905796 4.765166 -0.01 0.00 -0.01 0.04
H -3.441165 -3.908740 3.000624 0.00 0.01 0.00 0.04
H -3.902755 -2.442964 3.868545 0.01 -0.01 0.01 0.02
H -1.377515 -2.290214 6.388311 0.01 0.00 0.01 0.04
H -1.753053 -0.844898 5.447942 0.01 0.01 0.01 0.01
H -0.083298 -1.441389 5.540299 0.00 0.01 -0.01 0.03
```
Forces are in eV/Å.

Output
**Largest force on an atom**: 0.5 eV/A
**Gap between HOMO and LUMO**: 7.43 eV
**Net charge**: +1
**Energy**: -4090.05501 hartree
**Highest occupied orbital energy**: -10.77 eV
**E_LUMO**: -3.3 eV

Record 2
C28H29BMnN6Si | ωB97M-V with the def2-TZVPD basis set

```
66
Properties=species:S:1:pos:R:3:forces:R:3:nbo_charge:R:1
H 0.964900 3.307200 0.222200 -0.09 -0.08 -0.51 0.24
N 0.539400 1.764200 -1.150300 0.14 0.36 0.11 -0.40
B 0.163000 0.343300 -3.213100 -0.16 0.04 -0.08 0.54
N 0.539600 1.675200 -2.505500 0.24 0.60 0.05 -0.31
C 0.900200 2.870300 -3.041000 -0.09 -0.31 0.51 0.01
Mn 0.000000 0.000000 0.000000 -0.20 -0.50 -1.72 1.33
H 0.957500 2.994000 -4.121900 -0.03 -0.05 0.45 0.23
C 1.141600 3.763000 -1.996700 -0.06 -0.26 -0.05 -0.36
H 1.448500 4.805100 -2.072400 -0.14 -0.46 0.03 0.24
C 0.900000 3.016500 -0.826100 -0.20 -0.27 -0.47 -0.01
H 0.225100 0.475500 -4.413500 0.01 -0.03 0.25 -0.03
C -0.519200 -1.701800 1.050300 0.05 -0.24 0.64 -1.00
H -0.494600 -1.545400 2.140500 -0.23 -0.39 -0.65 0.22
H 0.181500 -2.515500 0.789700 -0.20 0.32 0.00 0.20
H -1.538300 -2.011400 0.756300 0.38 0.22 0.01 0.22
N -1.277900 -0.052900 -2.789100 -0.79 -0.18 -0.03 -0.31
N 1.146200 -0.763300 -2.742000 0.58 -0.51 0.06 -0.30
N -1.582700 -0.245900 -1.480300 -0.71 -0.08 -0.73 -0.40
N 1.251600 -1.076500 -1.425300 0.33 -0.24 -0.08 -0.40
C -2.388200 -0.238700 -3.549100 0.16 0.00 0.42 0.00
C 2.007000 -1.526800 -3.463700 -0.22 0.14 0.54 0.00
H -2.339700 -0.125200 -4.631700 -0.04 -0.05 0.44 0.22
H 2.066200 -1.416500 -4.546000 -0.03 -0.06 0.45 0.23
C -3.448100 -0.563700 -2.702700 0.22 0.07 -0.06 -0.35
C 2.693000 -2.363600 -2.583400 -0.14 0.19 0.02 -0.34
C -2.888200 -0.553200 -1.409600 0.60 0.18 -0.44 -0.02
C 2.181300 -2.038800 -1.311100 -0.32 0.30 -0.49 -0.02
H -4.479400 -0.775200 -2.981800 0.46 0.10 0.11 0.23
H 3.456200 -3.100800 -2.827600 -0.34 0.32 0.10 0.24
H -3.349900 -0.745000 -0.441000 0.19 0.08 -0.39 0.22
H 2.431500 -2.439400 -0.328600 -0.14 0.08 -0.43 0.23
H -0.888200 0.785100 1.024400 -0.17 0.29 0.65 -0.25
C 2.253700 4.805500 3.180800 0.05 -0.24 -0.15 -0.21
C 2.915900 4.161400 2.133600 -0.23 -0.43 0.22 -0.22
C 2.680800 2.803000 1.877400 -0.20 0.69 0.56 -0.20
C 1.771000 2.074700 2.659200 -0.69 0.54 0.05 -0.54
C 1.132900 2.741600 3.732800 0.46 0.55 -0.63 -0.14
C 1.368200 4.092200 3.982100 0.23 -0.14 -0.21 -0.23
Si 1.483400 0.232800 2.313000 0.47 1.23 2.03 1.35
C 3.271300 -0.223600 2.564700 0.42 -0.92 0.15 -0.54
C 4.068000 -0.760600 1.551500 0.69 -0.01 0.86 -0.22
C 5.397500 -1.112900 1.813100 -0.10 0.26 0.44 -0.20
C 5.937300 -0.922900 3.090200 -0.36 0.01 -0.39 -0.21
C 5.153100 -0.371400 4.102500 -0.30 0.03 -0.34 -0.23
C 3.829100 -0.019400 3.840700 0.47 -0.30 -0.23 -0.14
C 0.407700 -0.282900 3.798800 -0.12 -0.33 -0.15 -0.55
C 0.854000 -1.234000 4.732800 -0.73 0.19 0.11 -0.20
C 0.023800 -1.639900 5.784300 -0.24 0.31 -0.27 -0.21
C -1.265200 -1.114000 5.909200 0.36 0.00 -0.21 -0.21
C -1.726000 -0.177200 4.985200 0.49 -0.06 -0.20 -0.23
C -0.899100 0.234100 3.936400 0.16 -0.45 0.58 -0.14
H 2.432600 5.855100 3.379500 0.03 -0.01 -0.06 0.21
H 3.610600 4.716600 1.519500 0.07 0.01 -0.06 0.21
H 3.205400 2.322800 1.061400 0.03 -0.06 -0.06 0.22
H 0.451300 2.249600 4.398300 -0.17 -0.38 0.01 0.21
H 0.860300 4.586300 4.804400 0.05 -0.06 -0.05 0.21
H 3.671600 -0.899300 0.565200 -0.15 -0.05 -0.32 0.21
H 6.010000 -1.533200 1.027600 0.04 -0.01 -0.05 0.21
H 6.964000 -1.198500 3.293700 0.00 -0.02 -0.03 0.21
H 5.566900 -0.218300 5.091700 0.00 0.01 -0.02 0.21
H 3.234800 0.404300 4.642800 -0.04 0.03 -0.09 0.21
H 1.836600 -1.675100 4.646400 0.09 0.00 -0.06 0.22
H 0.371600 -2.376300 6.497700 0.04 0.01 -0.01 0.21
H -1.910200 -1.435900 6.718100 0.05 -0.01 -0.02 0.21
H -2.727300 0.225800 5.074900 0.02 0.01 -0.01 0.21
H -1.286300 0.953400 3.228400 0.06 0.02 -0.13 0.21
```
Forces are in eV/Å.

Output
**Largest force on an atom**: 2.4 eV/A
**Gap between HOMO and LUMO (spin up / spin down)**: 6.74 / 6.83 eV
**Expectation value of S²**: 8.878
**Spin multiplicity**: 6
**Energy**: -2878.23723 hartree
**Highest occupied orbital energy (spin up / spin down)**: -6.36 / -8.69 eV
**E_LUMO (spin up / spin down)**: 0.4 / -1.9 eV

Record 3
C28H29BN6OSiV | ωB97M-V with the def2-TZVPD basis set

```
67
Properties=species:S:1:pos:R:3:forces:R:3:nbo_charge:R:1
H 0.140208 2.848857 1.017598 0.14 0.12 -0.49 0.26
N 0.382448 1.638097 -0.708214 0.21 0.16 -1.03 -0.34
B 0.796907 0.709394 -3.030473 0.17 0.66 -0.10 0.52
N 0.742184 1.904969 -2.025910 0.22 -0.54 0.86 -0.31
C 0.990785 3.216905 -2.163523 -0.46 -0.71 0.44 0.08
V -0.059362 -0.269705 -0.208167 3.17 3.56 2.70 1.49
H 1.374062 3.577821 -3.109779 -0.26 0.16 0.15 0.26
C 0.709309 3.848032 -0.948675 -0.02 -0.15 0.31 -0.30
H 0.672609 4.915865 -0.765353 0.33 -0.30 0.07 0.27
C 0.388555 2.828447 -0.047360 -0.35 -0.21 -0.49 0.04
H 1.130019 1.107459 -4.112558 -0.15 -0.26 0.18 0.02
C -1.297827 -2.075709 0.597202 -1.13 -0.64 -0.04 -0.78
H -1.827394 -2.051265 1.552762 0.24 0.41 -0.04 0.31
H -0.271318 -2.414445 0.778766 0.20 0.48 -0.09 0.28
H -1.782218 -2.847913 -0.010163 0.15 0.36 -0.18 0.28
N -0.620073 0.077174 -3.019073 -0.85 -0.29 0.04 -0.29
N 1.748314 -0.384441 -2.484342 0.25 -0.05 1.19 -0.30
N -1.169160 -0.380072 -1.822579 -0.23 0.06 -1.34 -0.40
N 1.453935 -0.900813 -1.213507 0.91 0.16 -1.05 -0.36
C -1.514279 -0.099596 -4.010574 0.56 0.16 1.08 0.11
C 2.881919 -0.944341 -2.931811 -0.91 -0.03 0.78 0.12
H -1.282488 0.201490 -5.026916 -0.02 -0.09 0.23 0.27
H 3.336790 -0.605685 -3.850004 -0.16 -0.19 -0.13 0.27
C -2.666659 -0.667733 -3.470986 -0.55 -0.23 0.28 -0.30
C 3.308058 -1.901268 -2.002214 -0.32 0.02 0.81 -0.30
C -2.423342 -0.838179 -2.114172 0.28 0.28 -0.71 0.04
C 2.436881 -1.795496 -0.915146 -0.02 -0.04 -0.89 0.05
H -3.574984 -0.905337 -4.018186 0.30 -0.01 0.25 0.28
H 4.108033 -2.616530 -2.113707 0.13 0.28 0.10 0.28
H -3.046109 -1.262850 -1.330731 0.05 0.18 -0.38 0.25
H 2.418872 -2.285041 0.052321 0.16 -0.11 -0.21 0.26
H -1.501749 -1.076145 0.059391 -1.55 -2.11 1.18 0.14
O 0.223261 0.158360 1.562436 -0.36 -0.99 -6.12 -0.93
Si 0.096611 0.054639 3.164696 -0.11 0.19 3.53 1.88
C 1.086507 -1.456306 3.673870 -0.12 -0.25 -0.54 -0.47
C 2.476310 -1.448332 3.480357 0.43 -0.38 0.24 -0.23
C 3.273273 -2.528516 3.894991 -0.26 0.09 -0.33 -0.20
C 2.679132 -3.661075 4.467456 -0.15 0.42 0.06 -0.18
C 1.293423 -3.684018 4.652231 -0.04 0.09 -0.35 -0.21
C 0.501658 -2.614206 4.204100 0.30 -0.30 0.23 -0.21
C 0.845066 1.613209 3.876411 -0.10 0.20 -0.71 -0.55
C 2.107619 2.038108 3.441654 0.40 0.46 0.39 -0.20
C 2.734188 3.143308 4.040332 -0.27 -0.14 -0.33 -0.21
C 2.039381 3.917716 4.977724 -0.07 -0.41 -0.05 -0.18
C 0.736190 3.556031 5.338958 0.02 -0.13 -0.23 -0.20
C 0.143886 2.409101 4.789850 0.24 0.27 0.17 -0.13
C -1.698265 -0.033249 3.670598 -0.13 -0.27 -0.49 -0.57
C -1.986161 -0.589765 4.919866 -0.42 0.03 0.21 -0.19
C -3.304246 -0.706590 5.376708 0.13 0.02 -0.23 -0.20
C -4.363050 -0.287545 4.567678 0.27 0.17 -0.09 -0.17
C -4.090568 0.323718 3.336308 0.29 -0.11 -0.24 -0.23
C -2.762958 0.429790 2.877806 -0.49 -0.16 0.39 -0.15
H 2.955827 -0.594496 2.993845 -0.06 -0.20 0.34 0.21
H 4.356840 -2.489046 3.751880 -0.40 -0.03 0.04 0.23
H 3.294078 -4.514810 4.762079 -0.22 0.34 0.00 0.24
H 0.821810 -4.545432 5.126353 0.11 0.19 -0.22 0.23
H -0.583416 -2.689826 4.266135 0.25 0.00 0.20 0.22
H 2.609127 1.522066 2.616072 0.01 0.07 0.42 0.20
H 3.754339 3.401927 3.748322 -0.36 0.04 0.06 0.23
H 2.511516 4.799459 5.417434 -0.17 -0.33 -0.13 0.24
H 0.177752 4.176404 6.039735 0.13 -0.19 -0.17 0.23
H -0.879272 2.137316 5.044482 0.22 0.10 0.16 0.21
H -1.165205 -0.950655 5.535721 -0.22 0.12 0.08 0.23
H -3.499591 -1.131564 6.359446 0.02 0.03 -0.24 0.24
H -5.394074 -0.437855 4.898201 0.37 0.20 -0.11 0.24
H -4.912947 0.709099 2.722553 0.35 -0.22 0.24 0.23
H -2.573668 0.872887 1.892195 -0.06 -0.01 0.32 0.17
```
Forces are in eV/Å.

Output
**Largest force on an atom**: 6.2 eV/A
**Gap between HOMO and LUMO (spin up / spin down)**: 4.36 / 5.15 eV
**Net charge**: +2
**Expectation value of S²**: 0.779
**Spin multiplicity**: 2
**Energy**: -2746.06791 hartree
**Highest occupied orbital energy (spin up / spin down)**: -13.62 / -13.63 eV
**E_LUMO (spin up / spin down)**: -9.3 / -8.5 eV